(1)
The following is a quantum chemistry calculation of a structure of composition C20H27Br2N7O3Rb, from OMol25.

As for the net charge: -1. The molar mass comes out at 658.76 g/mol. The value obtained for the total energy is -6559.5414 hartree. The gap between HOMO and LUMO is 0.2077 Ha. As for the maximum force: 0.51 eV/Å. The HOMO energy is -3.89 eV.

Last column: Löwdin charge in e.
Cartesian coordinates (Å):
Rb 0.6694 0.7325 -0.2705  1.013
C 3.3318 -2.0562 0.8773  -0.210
C 3.7673 -1.5401 -0.5070  -0.205
N 2.6836 -1.1168 -1.3496  -0.130
C 1.8802 -2.0719 -2.0560  -0.223
C 0.9989 -2.9842 -1.1790  -0.213
N 0.2531 -2.3343 -0.1197  -0.087
C 0.4287 -2.7574 1.2502  -0.227
C 1.2035 -1.7785 2.1536  -0.238
N 2.3537 -1.1970 1.5061  -0.093
H 4.2365 -2.1953 1.4893  0.110
H 2.8995 -3.0510 0.7760  0.086
H 4.4028 -2.3204 -0.9691  0.111
H 4.4005 -0.6610 -0.3650  0.121
H 2.9179 -0.2761 -1.8810  0.065
H 2.4682 -2.7500 -2.7080  0.109
H 1.2331 -1.4954 -2.7252  0.112
H 1.6292 -3.7511 -0.7218  0.098
H 0.3304 -3.5273 -1.8624  0.109
H -0.6718 -2.0150 -0.3530  0.079
H 0.9336 -3.7299 1.2607  0.102
H -0.5435 -2.9327 1.7261  0.104
H 1.4255 -2.3218 3.0930  0.110
H 0.5577 -0.9393 2.4289  0.069
H 2.7417 -0.4137 2.0085  0.115
N 0.4274 1.9833 2.8760  -0.024
C 1.4312 2.9867 2.4660  -0.223
C 1.2412 3.2602 0.9641  -0.729
O 0.0251 3.3273 0.5909  -0.195
N 2.3432 3.2947 0.2669  0.019
C 2.1964 3.5600 -1.1698  -0.191
C 2.3260 2.2845 -2.0474  -0.769
O 3.3923 1.6323 -1.9879  -0.069
O 1.3039 1.9307 -2.7094  -0.181
H 0.2191 2.0731 3.8633  0.049
H -0.4111 2.2626 2.3625  0.040
H 1.3069 3.9357 3.0057  0.099
H 2.4436 2.6217 2.6369  0.088
H 1.2415 4.0388 -1.4020  0.096
H 3.0162 4.2221 -1.4683  0.098
Br -6.5064 -0.6709 2.8312  0.745
C -4.7820 -0.4833 2.0780  -0.678
C -3.6600 -0.6757 2.8599  -0.098
C -2.4279 -0.5361 2.2387  -0.112
N -2.2753 -0.2270 0.9577  0.127
C -3.3663 -0.0142 0.2210  -0.189
C -4.6522 -0.1468 0.7452  -0.059
C -3.1441 0.4134 -1.1989  -0.206
C -4.1912 0.8428 -2.0080  -0.065
C -3.8786 1.2777 -3.2838  -0.672
Br -5.2715 1.8629 -4.4252  0.739
C -2.5699 1.3056 -3.7154  -0.077
C -1.5938 0.8579 -2.8314  -0.097
N -1.8813 0.4039 -1.6160  0.060
H -3.7322 -0.9255 3.9083  0.103
H -1.5140 -0.6706 2.8066  0.100
H -5.5344 0.0049 0.1434  0.095
H -5.2162 0.8662 -1.6726  0.092
H -2.2974 1.6744 -4.6932  0.109
H -0.5394 0.9113 -3.0957  0.085

---

(2)
The following is a quantum chemistry calculation of the molecule C3H4N2S, from OMol25.

The molar mass comes out at 100.15 g/mol. Its SMILES is C1=NN=CSC1. As for the energy above the lowest of the compared OMol25 structures with the same formula, charge and spin: 2.0016 eV. The value obtained for the total energy is -624.3522 hartree. The gap between HOMO and LUMO is 0.3585 Ha. As for the maximum force: 0.95 eV/Å. The HOMO energy is -9.40 eV.

Last column: natural (NBO) charge in e.
Cartesian coordinates (Å):
C -0.9455 -0.6226 -0.0149  -0.601
C 0.5307 1.4294 -0.6276  -0.105
C 0.3639 -0.9864 0.6417  0.072
H -1.5790 -0.0172 0.6231  0.235
H -1.5032 -1.4978 -0.3295  0.244
H 0.6065 2.4449 -0.9817  0.211
H 0.5294 -2.0289 0.9420  0.197
N 1.1865 1.1472 0.4384  -0.275
N 1.3241 -0.1878 0.8170  -0.235
S -0.5133 0.3192 -1.5084  0.256

---

(3)
The following is a quantum chemistry calculation of a structure of composition C31H33BrClCoN5OS at a distorted geometry, from OMol25.

As for the net charge: +1. The molar mass comes out at 698.00 g/mol. The value obtained for the total energy is -6364.9945 hartree. The gap between HOMO and LUMO (spin up / spin down) is 0.2777 / 0.1659 Ha. The spin multiplicity is 5. As for the expectation value of S²: 6.022. As for the maximum force: 2.81 eV/Å. The HOMO energy (spin up / spin down) is -10.65 / -10.70 eV.

Last column: Löwdin spin population.
Cartesian coordinates (Å):
Co 15.2478 13.0726 10.5455  2.679
Br 14.4248 12.8685 13.0019  0.066
C 14.0962 14.7977 13.1798  0.002
C 13.4273 15.2007 14.3153  0.007
C 13.2330 16.6104 14.4253  -0.001
C 13.5933 17.4368 13.4276  0.004
C 14.3081 16.9850 12.2761  0.001
C 14.6590 17.8970 11.2453  0.012
C 15.1554 17.3671 10.0827  0.002
C 15.3248 16.0156 9.9505  0.027
C 15.1012 15.0744 10.8674  0.066
C 14.5516 15.5845 12.1188  0.016
H 13.1901 14.5247 15.0975  0.001
H 12.6738 17.0075 15.2539  0.000
H 13.3601 18.4985 13.6133  0.000
H 14.5665 18.9831 11.3445  0.001
H 15.4580 18.0346 9.3028  0.000
H 15.6804 15.6996 8.9696  0.005
C 17.7606 13.7337 8.3807  0.002
C 17.4917 12.2745 8.6234  0.006
C 17.9582 11.2707 7.7268  0.064
C 17.7148 9.9611 8.0066  -0.006
N 17.0917 9.6115 9.1724  0.098
C 16.5955 10.6094 9.9089  0.053
S 15.7208 10.0908 11.3081  0.755
N 16.7912 11.9300 9.6780  0.066
H 16.8776 14.1256 7.8097  0.000
H 18.6685 13.9829 7.8067  0.000
H 17.8289 14.2003 9.4057  0.001
H 18.5761 11.4981 6.8474  0.003
H 18.1129 9.1399 7.4494  -0.002
C 8.2843 10.9806 11.5054  0.000
C 9.6443 11.0526 10.8146  0.000
C 10.5828 10.0387 11.5599  0.000
C 10.2225 12.4300 11.2726  0.000
C 9.4784 10.9177 9.2852  0.000
O 8.9015 12.1543 8.8711  0.000
C 8.4612 9.8694 8.8279  0.000
C 8.6752 8.3905 9.0319  0.000
C 9.7825 7.7241 8.2364  0.000
C 10.7113 6.8794 8.9115  0.000
C 11.7392 6.2259 8.1929  0.000
C 11.8839 6.5532 6.8363  0.000
Cl 13.1716 5.8954 5.8485  0.000
C 10.9163 7.3236 6.1740  0.000
C 9.9198 7.9271 6.8771  0.000
C 10.7533 10.6749 8.5039  0.001
N 11.8158 11.6792 8.7257  0.004
C 12.9232 11.4468 9.3771  0.010
N 13.6524 12.5229 9.3461  0.042
C 12.8851 13.4389 8.7167  0.006
N 11.8006 12.9378 8.2820  0.001
H 8.4021 11.1631 12.5881  0.000
H 7.9209 9.9345 11.4813  0.000
H 7.5742 11.6541 11.1389  0.000
H 10.5475 10.3553 12.5665  0.000
H 11.6168 10.0140 11.2249  0.000
H 10.2281 8.9995 11.4330  0.000
H 10.2968 12.4062 12.3728  0.000
H 9.5718 13.2354 10.9670  0.000
H 11.2496 12.6111 10.9986  0.000
H 8.8811 12.1045 7.9485  0.000
H 8.2977 10.0860 7.7875  0.000
H 7.5185 10.2267 9.3404  0.000
H 7.7731 7.9034 8.6886  0.000
H 8.8984 8.1391 10.0747  0.000
H 10.4644 6.8310 9.9443  0.000
H 12.4413 5.5811 8.6535  0.000
H 11.0395 7.4835 5.0895  0.000
H 9.1483 8.4673 6.3484  0.000
H 10.5125 10.6460 7.4525  0.000
H 11.1764 9.6954 8.6748  0.000
H 13.2279 10.5780 9.8995  0.008
H 13.1759 14.4851 8.7132  0.001

---

(4)
The following is a quantum chemistry calculation of a structure of composition C23H34NO3S2SbSeTi, from OMol25.

As for the net charge: -2. The molar mass comes out at 685.25 g/mol. As for the energy above the lowest of the compared OMol25 structures with the same formula, charge and spin: 1.8349 eV. The value obtained for the total energy is -5464.7475 hartree. The gap between HOMO and LUMO (spin up / spin down) is 0.1861 / 0.2028 Ha. The spin multiplicity is 3. As for the expectation value of S²: 2.012. As for the maximum force: 0.87 eV/Å. The HOMO energy (spin up / spin down) is -0.44 / -0.90 eV.

Last column: natural (NBO) charge in e.
Cartesian coordinates (Å):
Ti -0.5643 -0.5653 -0.8404  1.006
C -0.5953 -2.7900 3.4497  -0.625
C 0.1743 -2.4001 2.2195  -0.041
C 1.0455 -1.2993 2.2386  -0.155
C 1.7333 -0.9163 1.1109  -0.215
C 1.5487 -1.5984 -0.1056  -0.303
C 0.6382 -2.6523 -0.1476  -0.297
C -0.0035 -3.0719 1.0307  -0.163
H -1.0997 -1.9194 3.8736  0.219
H 0.0598 -3.2068 4.2210  0.192
H -1.3597 -3.5275 3.2050  0.223
H 1.1568 -0.7213 3.1504  0.193
H 2.3990 -0.0626 1.1441  0.223
H 2.1676 -1.3632 -0.9579  0.261
H 0.5182 -3.2300 -1.0559  0.249
H -0.6833 -3.9114 0.9837  0.229
C -0.8436 0.3401 -5.2811  -0.638
C -0.2484 0.1938 -3.8991  -0.182
S -0.4046 -1.4006 -3.1469  -0.357
C 0.3401 1.2346 -3.2837  -0.173
C 0.4135 2.5913 -3.9385  -0.639
S 1.0270 1.1167 -1.6650  -0.346
H -1.3820 -0.5651 -5.5569  0.218
H -0.0739 0.5211 -6.0420  0.185
H -1.5488 1.1760 -5.3285  0.199
H 0.5778 2.5232 -5.0183  0.186
H 1.2220 3.1787 -3.5016  0.211
H -0.5151 3.1501 -3.7749  0.207
C 2.9330 4.5997 2.9640  -0.621
C 1.5440 4.2078 3.4633  -0.797
Sb 0.4510 3.1216 1.8847  1.113
C -1.4563 3.1510 2.9037  -0.759
C -1.4874 3.6560 4.3404  -0.615
C 0.1566 4.8931 0.6933  -0.764
C -0.2542 6.1516 1.4458  -0.617
H 3.5493 5.0828 3.7313  0.178
H 2.8656 5.2942 2.1210  0.195
H 3.4858 3.7277 2.6038  0.201
H 0.9998 5.0915 3.8038  0.192
H 1.6248 3.5355 4.3227  0.197
H -1.8073 2.1206 2.8374  0.240
H -2.1222 3.7310 2.2627  0.218
H -0.8101 3.0910 4.9865  0.192
H -2.4906 3.5670 4.7717  0.188
H -1.1928 4.7055 4.4148  0.190
H -0.6061 4.5896 -0.0241  0.249
H 1.0732 5.0585 0.1220  0.207
H -1.1308 5.9722 2.0746  0.198
H -0.5093 6.9699 0.7629  0.187
H 0.5420 6.5152 2.1004  0.188
Se -3.0383 -2.1877 -0.1718  -0.290
C -2.9187 -4.0603 -0.4117  -0.188
C -3.4473 -4.9701 0.5196  -0.217
C -3.3337 -6.3427 0.3501  -0.246
C -2.6763 -6.8708 -0.7557  -0.295
C -2.1395 -5.9883 -1.6889  -0.209
C -2.2605 -4.6173 -1.5233  -0.276
H -3.9493 -4.5717 1.3942  0.198
H -3.7568 -7.0076 1.0972  0.184
H -2.5833 -7.9427 -0.8874  0.185
H -1.6194 -6.3721 -2.5608  0.191
H -1.8445 -3.9403 -2.2621  0.234
O -2.1556 0.6529 -1.2225  -0.524
N -1.6161 1.1895 -0.1527  0.542
O -1.5588 2.4182 0.0327  -0.516
O -1.3260 0.3275 0.8371  -0.600

---

(5)
The following is a quantum chemistry calculation of the molecule C4H8O2 at a distorted geometry, from OMol25.

The molar mass comes out at 88.11 g/mol. Its SMILES is CCOC(C)=O. As for the energy above the lowest of the compared OMol25 structures with the same formula, charge and spin: 1.6750 eV. The value obtained for the total energy is -307.6509 hartree. The gap between HOMO and LUMO is 0.4102 Ha. As for the maximum force: 2.81 eV/Å. The HOMO energy is -10.29 eV.

Last column: natural (NBO) charge in e.
Cartesian coordinates (Å):
C -0.3539 0.0723 2.0494  -0.625
C 0.7533 0.3455 0.9430  -0.084
O 0.2461 0.8942 -0.2704  -0.573
C 0.4858 0.4087 -1.5399  0.820
O 1.3981 0.7915 -2.2183  -0.532
C -0.5804 -0.5506 -2.0012  -0.729
H -1.0386 0.8977 1.9770  0.213
H -0.9236 -0.8796 1.9640  0.201
H 0.1254 0.0314 3.0430  0.215
H 1.4679 1.0647 1.3472  0.192
H 0.9486 -0.6984 1.0009  0.194
H -0.5136 -1.4645 -1.4013  0.231
H -0.4428 -0.7942 -3.0559  0.235
H -1.5722 -0.1187 -1.8377  0.240

---

(6)
The following is a quantum chemistry calculation of the molecule C3H6N2O3S at a distorted geometry, from OMol25.

The molar mass comes out at 150.16 g/mol. Its SMILES is N[C@H](CSN=O)C(=O)O. As for the energy above the lowest of the compared OMol25 structures with the same formula, charge and spin: 3.3104 eV. The value obtained for the total energy is -851.2120 hartree. The gap between HOMO and LUMO is 0.3293 Ha. As for the maximum force: 4.62 eV/Å. The HOMO energy is -9.24 eV.

Last column: natural (NBO) charge in e.
Cartesian coordinates (Å):
C 0.7535 -0.0062 -0.2816  -0.206
C -0.0826 -0.8740 0.5891  -0.607
C 2.2131 0.1777 0.1614  0.798
H 0.5482 1.8359 -1.3579  0.379
H 0.1710 1.8880 0.2031  0.368
H 0.6277 -0.6112 -1.1994  0.236
H 0.2091 -1.9288 0.3202  0.253
H 0.2100 -0.8302 1.7981  0.239
H 3.9733 -0.7263 -0.2066  0.484
N 0.1109 1.2665 -0.6087  -0.810
N -2.2787 0.6436 0.3785  0.106
O -3.3873 0.8309 -0.0934  -0.273
O 3.0666 -0.9124 -0.4218  -0.740
O 2.6489 1.1752 0.6143  -0.536
S -1.6558 -1.0958 -0.0970  0.309

---

(7)
The following is a quantum chemistry calculation of a structure of composition H14NaO7, from OMol25.

As for the net charge: +1. The molar mass comes out at 149.10 g/mol. As for the energy above the lowest of the compared OMol25 structures with the same formula, charge and spin: 0.6304 eV. The value obtained for the total energy is -697.2406 hartree. The gap between HOMO and LUMO is 0.3796 Ha. As for the maximum force: 0.73 eV/Å. The HOMO energy is -13.67 eV.

Last column: natural (NBO) charge in e.
Cartesian coordinates (Å):
Na -5.5370 -12.0340 -13.0425  0.938
O -6.9705 -12.9744 -14.8229  -0.964
H -6.5341 -12.7111 -15.6417  0.475
H -7.3869 -13.8181 -15.0376  0.499
O -3.4223 -13.3848 -13.1675  -0.979
H -2.4756 -13.2285 -13.0628  0.500
H -3.5037 -14.3398 -13.2798  0.489
O -4.4423 -10.8066 -10.9521  -0.972
H -3.6269 -11.2628 -10.6973  0.498
H -5.0195 -10.8954 -10.1853  0.495
O -7.5384 -10.7382 -12.3966  -0.973
H -7.5661 -9.7994 -12.6238  0.493
H -8.2608 -10.8565 -11.7701  0.490
O -4.6218 -10.4776 -15.1245  -0.961
H -5.4779 -10.6573 -15.5326  0.478
H -3.9806 -10.9203 -15.6997  0.496
O -6.4667 -13.4037 -11.1833  -0.962
H -6.8909 -12.8232 -10.5416  0.480
H -7.0423 -14.1771 -11.2270  0.492
O -2.9046 -9.6833 -12.9592  -0.955
H -3.5820 -10.0503 -12.3706  0.468
H -3.3116 -9.6729 -13.8260  0.475

---

Question: Which of these has the lowest maximum force?
Answer: C20H27Br2N7O3Rb

---

Question: The highest maximum force belongs to which entry?
Answer: C3H6N2O3S